(1)
Here is a molecular structure, C27H52P2SiYb from the Open Molecules 2025 dataset. Energies are from wB97M-V/def2-TZVPD.

- Expectation value of S²: 0.751

ORCA input file:
```
! wB97M-V def2-TZVPD RIJCOSX def2/J DEFGRID3
* xyz 1 2
Yb 0.12532 -0.79221 0.63617
C -0.79002 -2.67612 2.40694
C 0.51997 -3.02732 1.96216
C 0.72599 -1.34718 3.52510
C -0.65915 -1.65415 3.38677
C 1.45234 -2.17138 2.62146
C -2.07893 -3.27234 1.98033
H -2.04773 -3.64510 0.94565
H -2.90502 -2.54866 2.07569
H -2.33134 -4.13464 2.61751
C -1.74756 -1.08016 4.20135
H -2.67877 -1.65245 4.08254
H -1.95617 -0.02867 3.94582
H -1.47593 -1.08951 5.26793
C 1.29391 -0.46132 4.55563
H 0.91126 -0.71814 5.55921
H 1.03253 0.58941 4.38899
H 2.38770 -0.53166 4.57596
C 2.92261 -2.17106 2.45290
H 3.39572 -2.91216 3.12211
H 3.34505 -1.18688 2.70259
H 3.20983 -2.42556 1.41995
C 0.87017 -4.07847 0.97978
H 1.19959 -4.98842 1.50625
H 1.71318 -3.77181 0.33451
H 0.00977 -4.36407 0.35350
C -1.21492 0.99220 -3.82315
C -1.60511 -0.31487 -3.84823
C -1.07722 -1.35720 -4.78561
C 0.42172 -1.20772 -5.12787
C 1.28391 -0.70452 -4.00521
C 1.71236 0.58741 -3.88973
C 1.09058 1.80072 -4.51226
C -0.38805 1.62662 -4.90353
H -1.66363 -1.35618 -5.72791
H 0.53200 -0.63048 -6.06057
H -1.25330 -2.35265 -4.33533
H -0.46325 1.11562 -5.87850
H -1.64604 1.71119 -3.10203
H -2.59664 -0.58967 -3.46384
H -0.79371 2.63680 -5.10394
H 1.15323 2.65345 -3.81476
H 2.75386 0.77075 -3.59493
H 1.67058 2.14009 -5.39890
H 0.77833 -2.21535 -5.38890
H 1.81142 -1.49062 -3.45198
P -1.78244 0.04722 -0.87033
C -3.40845 0.54375 -1.45679
C -1.48880 -1.73982 -1.31449
P 1.77084 0.93558 -0.57667
C 0.04736 0.69568 -1.41176
C 2.67723 -0.54683 -1.16996
C 2.49757 2.38945 -1.33200
H -3.73137 1.36967 -0.80112
H -4.10463 -0.29321 -1.30263
H -3.41459 0.87238 -2.49841
H -0.90767 -1.85741 -2.24255
H -2.48658 -2.19041 -1.47805
H -1.01849 -2.36516 -0.52232
H 2.10611 2.51574 -2.33920
H 3.58563 2.24607 -1.33564
H 2.23068 3.24775 -0.68886
H -0.19095 1.71419 -1.72641
H 0.23030 0.08216 -2.29921
H 3.43639 -0.81570 -0.41879
H 3.21279 -0.30106 -2.09025
H 2.06504 -1.44162 -1.37824
C -1.17676 4.46794 2.48019
Si -0.51916 2.73675 2.88725
C 1.36131 2.87773 2.93922
C -1.20617 2.37956 4.60838
C -0.97819 1.45206 1.59059
H -0.93149 5.18202 3.28219
H -2.27136 4.47275 2.37075
H -0.74268 4.86464 1.55135
H 1.66180 3.63800 3.67503
H 1.86045 1.93908 3.20973
H 1.74713 3.19080 1.95825
H -2.26569 2.09145 4.56986
H -0.66646 1.60084 5.15959
H -1.14768 3.28800 5.22719
H -2.00042 1.03616 1.72969
H -1.00110 1.99823 0.62479
*
```

***

(2)
Here is a molecular structure, C27H53F5N10OPdSTe from the Open Molecules 2025 dataset. Energies are from wB97M-V/def2-TZVPD.

ORCA input file:
```
! wB97M-V def2-TZVPD RIJCOSX def2/J DEFGRID3
* xyz 2 1
Pd -0.02362 -0.59542 -0.09084
C -1.70109 -2.65979 4.74564
N -1.77819 -2.89388 3.29718
C -2.55940 -4.08795 2.94510
C -1.38649 -1.91893 2.45725
N -1.02829 -2.06498 1.19709
C -0.88131 -3.42424 0.63806
C -0.00429 -3.41993 -0.59890
N -0.29217 -2.24738 -1.42873
C 0.75813 -1.97034 -2.42051
C 0.74347 -0.51644 -2.82375
N 1.08353 0.32534 -1.67748
C 1.85797 1.38529 -1.86847
N 2.26784 1.74542 -3.11453
C 3.67649 2.03219 -3.37053
C 1.34194 2.03984 -4.19983
N 2.28611 2.13694 -0.83709
C 2.42354 1.59097 0.47167
C 2.67932 3.54229 -1.01273
C -1.65775 -2.25085 -2.00872
C -2.59527 -1.34705 -1.22795
N -1.99790 -0.03056 -1.07848
C -2.72776 1.01516 -1.46033
N -2.40482 2.27275 -1.14114
C -1.49235 2.59342 -0.07209
C -2.92087 3.42917 -1.86256
N -3.87994 0.87380 -2.18930
C -3.94716 0.16507 -3.45391
C -5.13010 1.47727 -1.74246
N -1.39755 -0.63300 3.02320
C -0.26815 -0.12255 3.78203
C -2.59753 0.17116 2.81637
H -1.69112 -3.63116 5.23575
H -2.55911 -2.09658 5.11652
H -0.78725 -2.14341 5.01367
H -3.35157 -4.19378 3.68451
H -1.95782 -4.99756 2.96606
H -3.03944 -3.98231 1.98031
H -1.85560 -3.83828 0.38061
H -0.41255 -4.09022 1.36356
H -0.16470 -4.34220 -1.16491
H 1.03947 -3.38541 -0.30386
H 0.63651 -2.59474 -3.31050
H 1.72496 -2.21228 -1.98253
H -0.24627 -0.23970 -3.19569
H 1.45158 -0.39320 -3.64257
H 4.27374 1.77718 -2.49874
H 3.84176 3.08022 -3.62777
H 4.01268 1.41757 -4.20786
H 0.31497 1.88039 -3.87710
H 1.54980 1.42347 -5.07768
H 1.44574 3.08639 -4.49516
H 3.13179 0.76356 0.46898
H 1.35572 0.96555 1.92289
H 2.78525 2.37382 1.13540
H 2.20792 3.95382 -1.90096
H 3.76092 3.65613 -1.09305
H 2.33207 4.10316 -0.14606
H -2.05830 -3.26536 -2.01718
H -1.59771 -1.90781 -3.03964
H -2.74524 -1.76442 -0.23450
H -3.56342 -1.33387 -1.71923
H -1.36115 1.72499 0.56314
H -1.91470 3.40735 0.51634
H -0.51977 2.91727 -0.45075
H -3.31304 3.14173 -2.83375
H -2.10425 4.13628 -2.01016
H -3.70624 3.93843 -1.30132
H -2.96414 -0.20531 -3.74208
H -4.29731 0.84519 -4.23471
H -4.65343 -0.67031 -3.41357
H -4.99016 2.00763 -0.80388
H -5.87280 0.69092 -1.58162
H -5.53390 2.16510 -2.48963
H 0.51608 -0.87436 3.81938
H -0.54795 0.16046 4.79955
H 0.16703 0.80209 3.37601
H -3.49799 -0.37529 3.11881
H -2.71112 0.45955 1.76345
H -2.52438 1.07675 3.41961
S 1.66450 -1.58527 1.45058
C 3.36866 -1.62534 1.09779
C 4.23825 -1.78564 2.18140
C 5.60142 -1.86226 1.95487
C 6.10698 -1.76876 0.66442
C 5.24451 -1.61360 -0.41453
C 3.87953 -1.54208 -0.20459
H 3.83893 -1.85090 3.18655
H 6.27219 -1.99618 2.79280
H 7.17538 -1.81223 0.50159
H 5.64055 -1.56090 -1.42056
H 3.19477 -1.42982 -1.03636
F 0.70487 2.30004 5.20940
Te 0.84439 2.97615 3.42249
F 1.15999 4.58046 4.29082
F 1.98666 3.97527 2.04910
F -1.12595 3.40037 3.70418
F 2.59065 2.04030 3.65246
O 1.16181 1.13017 0.97625
*
```

***

(3)
Here is 8 unconnected molecules or ions with the total composition C27H53FO9S7 from the Open Molecules 2025 dataset. Energies are from wB97M-V/def2-TZVPD.

- ΔE to the lowest compared entry with this formula, charge and spin: 0.0 kcal/mol

ORCA input file:
```
! wB97M-V def2-TZVPD RIJCOSX def2/J DEFGRID3
* xyz 0 1
C 0.26522 -3.36673 -1.33177
C -0.77002 -2.28334 -1.43105
C -2.11697 -2.60938 -1.22152
C -3.14164 -1.68659 -1.27217
C -4.57233 -2.09101 -1.04643
C -5.42638 -1.95312 -2.28506
F -5.51546 -0.63317 -2.70713
C -2.83355 -0.34368 -1.52425
C -1.50676 0.00716 -1.74083
C -0.48117 -0.93691 -1.71144
C 0.89111 -0.42945 -1.98068
O 1.88464 -0.85524 -1.44275
C 0.97878 0.72663 -2.91399
C -0.00482 1.62145 -2.90657
C -1.14303 1.42405 -1.99827
O -1.71804 2.34178 -1.47150
H 1.17915 -2.97444 -0.90574
H 0.46610 -3.76855 -2.31836
H -0.09816 -4.13610 -0.65573
H -2.36916 -3.64093 -1.00795
H -5.01560 -1.52788 -0.22899
H -4.58229 -3.15570 -0.81492
H -6.44431 -2.28852 -2.09221
H -5.03291 -2.54728 -3.10894
H -3.58604 0.42495 -1.53209
H 1.81078 0.86715 -3.58662
H -0.00469 2.48255 -3.55524
C -0.87604 0.15485 1.61039
S -2.27484 -0.25498 2.65781
O -3.50659 -0.13979 1.82466
C -2.17298 1.21673 3.67291
H -0.78743 -0.62197 0.85400
H -1.04375 1.11639 1.12220
H 0.02826 0.19603 2.21810
H -2.25608 2.10267 3.04501
H -1.22600 1.22799 4.20837
H -2.99559 1.19665 4.38666
C 0.73451 5.74884 5.01854
S -0.39196 4.40551 5.41197
O -0.00925 3.25020 4.54947
C -1.85019 5.15167 4.69217
H 1.72920 5.46680 5.35380
H 0.74152 5.91697 3.94135
H 0.41709 6.65032 5.54232
H -1.67004 5.36397 3.63710
H -2.08983 6.06906 5.22944
H -2.67188 4.44780 4.79545
C 5.03348 -0.62294 -1.32042
S 5.03339 1.14441 -1.61633
O 4.49813 1.35393 -2.98886
C 6.81926 1.32744 -1.72401
H 3.99029 -0.92953 -1.27234
H 5.53835 -1.12931 -2.14451
H 5.53453 -0.84045 -0.37615
H 7.20424 0.68799 -2.51856
H 7.26764 1.06107 -0.76687
H 7.03660 2.36889 -1.95193
C 1.93020 -2.38090 -5.73881
S 0.34404 -1.70201 -5.25318
O -0.37111 -2.76120 -4.49340
C -0.37590 -1.71166 -6.89881
H 2.52905 -2.50937 -4.83773
H 1.78022 -3.34291 -6.23330
H 2.43085 -1.68207 -6.40984
H -0.36157 -2.72930 -7.28954
H 0.19207 -1.04444 -7.54744
H -1.40169 -1.35725 -6.81676
C 3.74576 2.67299 5.53910
S 3.84535 4.08156 6.64762
O 4.97751 4.92718 6.19110
C 4.41514 3.16156 8.08249
H 3.43925 3.03830 4.56121
H 4.72411 2.19697 5.46848
H 3.00025 1.97079 5.91177
H 5.34991 2.65513 7.84209
H 3.65264 2.43984 8.37556
H 4.57782 3.87093 8.89104
C -5.77549 1.59144 6.56193
S -5.26516 3.24528 7.03936
O -4.15245 3.62926 6.12983
C -4.51647 2.77228 8.60186
H -6.23052 1.65430 5.57573
H -4.90496 0.93634 6.52443
H -6.50588 1.21739 7.27925
H -3.73191 2.03689 8.42306
H -5.28277 2.36347 9.26030
H -4.08795 3.66589 9.05047
C 1.45453 -7.48989 -7.99171
S 2.38646 -6.04128 -8.49755
O 2.00609 -4.94155 -7.56953
C 1.49082 -5.76175 -10.02878
H 1.82916 -7.80388 -7.02001
H 0.39739 -7.23610 -7.91439
H 1.60589 -8.28838 -8.71795
H 0.43087 -5.62706 -9.81291
H 1.64121 -6.61076 -10.69531
H 1.89064 -4.86091 -10.48927
*
```

***

What did we get for F_max? Answer: 5.4, 2.1, 0.9 eV/A, in the order shown.
What did we get for electronic energy? Answer: -86816.263, -80985.920, -125844.683 eV, in the order shown.